This record from the Open Molecules 2025 dataset describes a cluster of 14 separate species, C56H154N14O14 in total. The level of theory is the ωB97M-V functional and the def2-TZVPD basis.

Element x y z (Å)
C  -2.99  0.75  5.47
C  -3.94  0.96  4.35
C  -4.42  2.38  4.24
O  -5.37  2.65  5.32
C  -5.48  3.95  5.68
N  -3.30  0.49  3.11
H  -3.34  1.25  6.37
H  -2.10  1.35  5.25
H  -2.66  -0.27  5.66
H  -4.79  0.33  4.63
H  -4.91  2.54  3.28
H  -3.50  2.96  4.32
H  -4.47  4.20  6.02
H  -6.10  4.11  6.56
H  -5.72  4.62  4.86
H  -3.99  0.46  2.38
H  -2.69  1.15  2.65
C  -0.92  -4.58  3.56
C  -1.44  -3.22  3.99
C  -2.07  -3.30  5.42
O  -3.33  -3.90  5.39
C  -4.29  -3.44  6.38
N  -0.39  -2.22  4.06
H  -0.50  -4.40  2.57
H  -1.63  -5.38  3.34
H  -0.11  -4.91  4.22
H  -2.15  -3.01  3.19
H  -2.30  -2.34  5.89
H  -1.39  -3.84  6.08
H  -4.59  -2.39  6.48
H  -3.79  -3.75  7.29
H  -5.21  -4.00  6.23
H  0.19  -2.40  4.87
H  -0.73  -1.27  4.13
C  7.16  -0.81  0.39
C  6.38  -1.00  1.70
C  7.02  -1.00  3.07
O  6.22  -1.54  4.08
C  6.69  -1.25  5.40
N  5.08  -0.21  1.80
H  7.86  -1.65  0.33
H  7.76  0.08  0.24
H  6.37  -0.85  -0.37
H  5.88  -1.97  1.62
H  7.29  0.03  3.27
H  7.84  -1.71  2.96
H  7.71  -1.57  5.60
H  6.16  -1.91  6.07
H  6.56  -0.23  5.75
H  5.31  0.78  1.81
H  4.89  -0.46  2.76
C  -4.51  7.01  -4.67
C  -3.47  6.71  -3.58
C  -2.27  5.89  -4.09
O  -2.56  4.68  -4.82
C  -2.87  3.52  -4.13
N  -3.27  7.89  -2.74
H  -4.05  7.34  -5.60
H  -5.24  7.76  -4.35
H  -5.16  6.17  -4.91
H  -4.00  5.91  -3.05
H  -1.67  5.52  -3.26
H  -1.69  6.57  -4.70
H  -3.14  3.68  -3.08
H  -2.11  2.76  -4.02
H  -3.75  3.10  -4.62
H  -3.07  7.63  -1.79
H  -4.09  8.47  -2.59
C  1.10  4.80  -7.18
C  -0.18  3.84  -7.52
C  -0.36  2.78  -6.41
O  0.79  1.89  -6.32
C  0.54  0.63  -5.80
N  -1.40  4.65  -7.48
H  1.10  5.62  -6.46
H  1.42  5.24  -8.12
H  1.94  4.13  -7.03
H  0.10  3.42  -8.48
H  -1.30  2.25  -6.57
H  -0.53  3.26  -5.45
H  -0.30  0.13  -6.27
H  0.56  0.68  -4.71
H  1.39  -0.02  -5.99
H  -2.26  4.12  -7.59
H  -1.61  4.96  -6.54
C  3.70  1.04  -3.55
C  4.87  0.69  -2.60
C  6.24  1.27  -3.00
O  7.30  1.36  -1.91
C  8.23  2.41  -1.99
N  4.59  1.28  -1.35
H  3.87  0.50  -4.48
H  3.62  2.04  -3.97
H  2.72  0.81  -3.13
H  4.98  -0.38  -2.44
H  6.11  2.28  -3.37
H  6.75  0.71  -3.78
H  8.80  2.43  -2.91
H  8.98  2.13  -1.25
H  7.78  3.38  -1.77
H  5.21  2.00  -1.01
H  4.63  0.53  -0.67
C  1.83  -1.70  0.73
C  0.79  -0.57  0.59
C  -0.44  -1.01  -0.27
O  -1.08  0.04  -0.97
C  -0.42  0.52  -2.14
N  0.41  -0.27  1.92
H  2.24  -2.06  -0.22
H  1.42  -2.63  1.12
H  2.67  -1.38  1.33
H  1.28  0.21  0.01
H  -1.06  -1.57  0.43
H  -0.27  -1.76  -1.03
H  -0.24  1.58  -1.98
H  -1.07  0.40  -3.01
H  0.52  0.04  -2.41
H  0.25  -1.02  2.58
H  -0.53  0.08  1.93
C  -8.00  1.20  -1.89
C  -6.65  1.52  -2.52
C  -6.19  0.48  -3.64
O  -4.75  0.65  -3.65
C  -4.13  -0.40  -4.42
N  -6.83  2.79  -3.27
H  -8.85  1.11  -2.57
H  -8.33  1.98  -1.21
H  -7.91  0.33  -1.24
H  -5.95  1.55  -1.69
H  -6.81  0.52  -4.54
H  -6.48  -0.52  -3.33
H  -4.59  -1.39  -4.42
H  -3.12  -0.44  -4.01
H  -4.01  -0.07  -5.45
H  -7.11  3.46  -2.57
H  -5.90  3.07  -3.55
C  -3.57  2.22  -0.25
C  -2.34  3.07  0.24
C  -2.65  4.28  1.14
O  -3.12  5.35  0.32
C  -3.54  6.56  0.93
N  -1.45  2.24  0.99
H  -4.13  2.97  -0.80
H  -4.24  1.87  0.54
H  -3.20  1.44  -0.91
H  -1.76  3.43  -0.61
H  -1.77  4.71  1.63
H  -3.37  3.85  1.82
H  -3.98  7.33  0.30
H  -2.77  7.03  1.54
H  -4.33  6.13  1.55
H  -1.22  1.55  0.30
H  -0.57  2.69  1.19
C  5.64  -9.01  1.83
C  4.36  -8.72  1.02
C  3.86  -7.27  1.08
O  2.67  -6.89  0.36
C  2.02  -5.66  0.79
N  4.70  -9.03  -0.28
H  5.45  -9.08  2.91
H  6.23  -8.10  1.76
H  6.31  -9.86  1.70
H  3.57  -9.43  1.27
H  4.58  -6.53  0.74
H  3.62  -7.02  2.12
H  1.93  -5.60  1.88
H  1.03  -5.75  0.35
H  2.48  -4.69  0.59
H  4.58  -10.00  -0.56
H  4.02  -8.36  -0.60
C  3.59  -4.40  5.56
C  3.25  -3.27  4.46
C  3.04  -1.91  5.09
O  1.86  -1.92  5.86
C  1.48  -0.71  6.53
N  4.31  -3.39  3.54
H  2.93  -4.22  6.41
H  4.56  -4.23  6.04
H  3.45  -5.29  4.95
H  2.30  -3.50  3.99
H  3.01  -1.10  4.36
H  3.90  -1.64  5.71
H  1.27  -0.02  5.71
H  2.28  -0.34  7.16
H  0.56  -0.85  7.10
H  5.05  -2.74  3.74
H  4.09  -3.10  2.60
C  2.60  -4.35  -2.34
C  2.32  -4.24  -3.83
C  2.12  -2.79  -4.31
O  1.06  -2.14  -3.67
C  -0.23  -2.76  -3.95
N  3.41  -4.82  -4.66
H  2.07  -3.76  -1.59
H  3.66  -4.24  -2.14
H  2.30  -5.38  -2.13
H  1.48  -4.86  -4.14
H  2.12  -2.71  -5.40
H  2.93  -2.16  -3.94
H  -0.43  -2.81  -5.02
H  -1.05  -2.18  -3.55
H  -0.46  -3.73  -3.50
H  3.68  -5.73  -4.33
H  4.26  -4.28  -4.66
C  2.15  5.75  -1.33
C  2.93  4.46  -0.85
C  1.88  3.27  -0.40
O  1.17  3.61  0.81
C  1.97  3.72  1.97
N  3.81  4.15  -1.91
H  1.61  5.70  -2.28
H  2.83  6.56  -1.62
H  1.50  6.24  -0.61
H  3.63  4.74  -0.06
H  2.43  2.34  -0.23
H  1.30  3.14  -1.31
H  2.95  4.09  1.68
H  2.13  2.70  2.34
H  1.53  4.39  2.71
H  4.30  3.34  -1.56
H  3.40  3.79  -2.77
C  -3.71  -3.55  0.25
C  -5.16  -3.32  0.38
C  -5.43  -2.32  1.66
O  -6.84  -1.99  1.88
C  -7.18  -1.86  3.28
N  -5.90  -2.67  -0.79
H  -3.40  -3.94  1.22
H  -3.24  -2.57  0.12
H  -3.32  -4.19  -0.54
H  -5.74  -4.21  0.59
H  -4.80  -1.43  1.72
H  -5.11  -3.03  2.42
H  -7.38  -2.78  3.83
H  -8.11  -1.30  3.23
H  -6.63  -1.18  3.93
H  -5.49  -1.78  -1.04
H  -6.87  -2.50  -0.56

The calculation puts the total energy at -110079.7118 eV. The LUMO energy is 0.3276 eV. Its net charge is 0. As for the largest force on an atom: 4.97 eV/A. The calculation puts the gap between HOMO and LUMO at 8.9 eV. The energy above the lowest of the compared OMol25 structures with the same formula, charge and spin comes out at 251.0 kcal/mol. For the highest occupied orbital energy, the calculation gives -8.545 eV.

Results of the Löwdin charge analysis, in e, for atoms 1 through 5: C -0.07; C -0.45; C -0.17; O -0.18; C -0.15